1.
The following is a quantum chemistry calculation of a 9-piece molecular cluster, C15H48O9 overall at a distorted geometry, from the OMol25 dataset.

The calculation puts the total energy at -1277.3241 a.u. The value obtained for the orbital gap is 10.3 eV. The calculation puts the relative energy (zero: lowest compared OMol25 entry of this formula, charge and spin) at 4.220 eV.

Geometry (Å):
H -0.6626 4.0105 0.9507
H 0.5647 2.1788 -1.0734
H 4.8624 1.8349 0.7123
O 1.1289 0.5888 -0.3816
H -3.3054 -2.7365 -2.7784
H -0.1892 -3.9442 -2.2473
H 0.3438 -1.0302 2.5844
H -2.3323 0.5893 -3.3701
H -4.3189 -0.5420 -3.1897
H -4.4676 2.1510 -3.1251
H -1.9155 4.0231 3.4917
H -0.9578 -1.0178 4.5712
H 3.5350 -2.9529 1.5953
O 0.0827 2.9247 -1.4539
H -2.1592 0.1491 3.9742
C -3.4255 -0.6583 -2.5539
H 0.7374 4.5088 -2.6284
O 3.1891 0.8562 1.3462
H 3.6298 2.5711 3.3593
C -3.4073 -2.0507 -1.9790
O 1.7563 -5.8755 -2.3635
H -4.3116 -2.3108 -1.4398
H -3.5253 0.0396 -1.6663
C -3.9593 2.8417 -1.0583
H -0.8149 1.1876 1.9972
C 0.8369 3.4595 -2.5427
H -3.4369 3.6464 -0.6353
H 1.3715 -1.4371 -1.0386
H 3.6549 -1.9545 2.9885
H 0.4793 0.3772 0.2381
H -4.9935 2.9688 -0.8037
H -1.7782 2.4762 -2.3235
C -1.1426 -0.2167 3.8945
C 4.5146 2.1776 2.7647
H -0.7441 -4.3160 -3.9407
H 1.2806 -3.1749 4.9433
H 0.4230 3.0515 -3.4412
H -1.0016 5.2254 2.6238
H 1.9488 -0.1249 -2.0523
H -0.4872 0.5555 4.2321
H -0.8589 -5.5466 -2.6245
H 0.1936 -0.2997 -2.0103
H 3.0014 -4.2041 3.7146
H -2.5500 -2.1940 -1.3102
H 1.1873 -5.7014 -4.3222
C -1.0159 4.1926 2.8608
H -3.6069 1.8590 -0.6427
H 2.3162 -6.5348 -2.7482
H 4.9518 1.2557 3.2184
O -2.2601 -0.3669 -3.2698
H -4.0640 3.8375 -2.9067
H 1.7135 -4.2218 -3.5728
C 2.9871 -2.4888 2.3953
O -1.0828 3.4658 1.6131
H 1.5436 -4.1255 2.6801
H 2.6242 0.9189 0.5756
H -0.1392 3.8027 3.4190
C -3.7628 2.8315 -2.5818
C 2.2830 -3.5255 3.2404
H 5.3269 2.9554 2.7396
H -1.2716 -1.5388 2.1406
O 1.6413 -2.6801 4.1989
O -2.4655 2.5084 -2.9912
H 2.2666 -1.7821 1.9815
C -0.6857 -0.6938 2.5192
O -0.7961 0.3465 1.5237
H 3.4753 2.8558 0.9622
C 4.0420 2.0378 1.3924
C -0.2053 -4.7359 -3.0660
C 1.1604 -5.1415 -3.4054
H 1.9098 3.2625 -2.4527
C 1.1377 -0.3990 -1.4517



2.
The following is a quantum chemistry calculation of a 7-piece molecular cluster, C15H49N4O6 overall at a distorted geometry, from the OMol25 dataset.

The calculation puts the total energy at -1270.7236 a.u. The value obtained for the orbital gap is 9.1 eV. Its total charge is +1. The calculation puts the relative energy (zero: lowest compared OMol25 entry of this formula, charge and spin) at 0.232 eV.

Geometry (Å):
H -1.6939 -0.7338 0.2169
H -0.0089 3.3392 -1.2861
H -4.6279 -3.7158 0.9899
H 1.1961 3.0582 -0.4401
N 0.2411 2.8732 -0.3741
H 3.1901 0.3252 -6.3871
H 3.3901 -1.5948 -3.7531
H -3.7859 -3.5388 -0.7021
H -0.0309 5.0172 -0.0511
C -3.9689 -3.2828 0.3849
H 2.2881 4.9182 3.6689
H 2.5771 0.7312 2.1309
C 2.7241 -0.8308 -3.7961
H 2.3571 -0.1808 3.5859
H 3.6771 0.6572 -1.6061
H 4.7581 -0.2448 -5.6891
O 0.3451 4.7212 2.7859
H -2.4759 2.0212 -2.0401
H 0.8971 5.5982 4.4839
H 2.0571 -0.9128 -4.6061
H 1.5101 0.2542 -2.3471
H -0.4259 -5.5318 3.4239
H -4.3309 -2.2898 0.2049
O 1.5321 -1.1308 2.0029
C -1.6259 3.8272 1.0159
H -3.4049 1.8112 1.5829
H -1.8309 1.4062 -3.6401
H 1.9981 -2.5068 -1.8761
H -0.9579 -0.1928 -1.0811
H 0.0011 -0.5818 0.1949
H -1.9779 2.8462 1.4139
C 3.8481 0.3322 -5.4981
H 0.9551 2.9042 2.1429
H -0.7219 -3.3468 2.3639
H -1.0789 0.6672 0.2759
C 1.2901 4.7432 3.8929
H -0.7089 -3.4968 -0.1551
H -1.5429 1.2552 2.8159
C -2.7789 1.3112 -2.8931
H -3.7759 -0.4758 -2.9201
H 1.3301 3.8212 4.5819
H -0.2149 -4.9608 -0.1951
H 3.8991 -0.9258 -0.9931
H -3.6789 1.6432 -3.4011
C -2.5539 1.0582 1.1549
H 0.9661 0.7532 3.0029
H 0.9711 -4.9218 2.6899
H -1.8519 4.5152 1.8339
H -2.4839 4.0112 0.1649
O -2.6409 -3.1228 1.0009
H 1.9331 4.2612 1.5689
N 1.3351 -1.7658 -1.9351
H 1.8531 -1.8908 2.6519
C -0.0899 3.9192 0.5159
H -2.9409 0.1222 1.1959
O -1.4139 0.8382 1.9249
H -2.4949 -4.5228 2.7309
C 0.1001 -4.1498 0.4069
H 4.1581 1.4782 -5.5831
C 3.1381 -0.2468 -1.3611
H -2.3229 1.2472 0.0679
O -2.9959 -0.0188 -2.3711
C -2.1529 -4.3258 1.5539
H -2.2849 -5.1848 0.8939
H 2.7711 0.1952 -0.4811
O 3.3481 0.4532 -4.1301
C 0.8371 3.9422 1.7099
N -0.8759 -0.2298 -0.0321
C -0.6589 -4.2668 1.7189
C 2.1161 -0.6178 -2.3901
N -0.0639 -5.3058 2.4749
H 0.7471 -2.0628 -2.5371
H 1.2871 -3.9138 0.4489
C 1.8501 0.1452 2.6779